No. 1
{
  "formula": "C2H2Cl3FN2",
  "method": "ωB97M-V with the def2-TZVPD basis set",
  "symbols": ["C", "C", "N", "N", "F", "Cl", "Cl", "Cl", "H", "H"],
  "coordinates": [[0.78, -0.46, -0.21], [-0.23, 0.65, -0.33], [0.73, -1.40, -1.03], [-1.10, 0.98, 0.73], [-2.66, -0.31, 0.02], [1.85, -0.25, 1.23], [0.77, 2.16, -0.39], [-0.90, 0.34, 2.18], [-0.67, 0.40, -1.27], [1.43, -2.11, -0.92]],
  "mulliken_charge": [0.11, 0.35, -0.49, -0.03, -0.50, -0.15, -0.10, 0.19, 0.32, 0.30],
  "e_above_lowest_kcal_mol": 20.38
}


No. 2
{
  "formula": "C4H7NO",
  "method": "ωB97M-V with the def2-TZVPD basis set",
  "symbols": ["H", "N", "C", "C", "C", "C", "O", "H", "H", "H", "H", "H", "H"],
  "coordinates": [[-0.22, 2.92, -0.04], [0.07, 1.95, -0.18], [-0.80, 1.12, 0.16], [-0.39, -0.24, 0.17], [-1.09, -1.34, 0.33], [1.35, -0.51, -0.22], [2.28, 0.26, 0.48], [-1.69, 1.42, 0.64], [-0.82, -2.37, 0.54], [-2.23, -1.18, 0.17], [1.40, -0.26, -1.23], [1.64, -1.60, -0.25], [1.97, 1.08, 0.84]],
  "mulliken_charge": [0.22, -0.60, -0.12, 0.32, -0.70, -0.41, -0.54, 0.44, 0.30, 0.17, 0.30, 0.29, 0.32],
  "e_above_lowest_kcal_mol": 79.85
}


No. 3
{
  "formula": "C28H48BN3O2P2Zr",
  "method": "ωB97M-V with the def2-TZVPD basis set",
  "symbols": ["Zr", "C", "C", "C", "C", "P", "C", "N", "B", "N", "C", "P", "C", "C", "C", "C", "C", "C", "C", "C", "C", "C", "C", "C", "C", "C", "C", "C", "C", "C", "H", "H", "H", "H", "H", "H", "H", "H", "H", "H", "H", "H", "H", "H", "H", "H", "H", "H", "H", "H", "H", "H", "H", "H", "H", "H", "H", "H", "H", "H", "H", "H", "H", "H", "H", "H", "H", "H", "H", "H", "H", "H", "H", "H", "O", "C", "C", "C", "C", "O", "N", "H", "H", "H", "H"],
  "coordinates": [[-0.72, -0.09, 0.53], [-0.33, 4.59, -2.22], [-1.05, 3.34, -1.71], [-2.52, 3.67, -1.40], [-1.00, 2.23, -2.76], [-0.29, 2.54, -0.17], [1.54, 2.45, -0.60], [1.84, 1.09, -1.01], [1.18, -0.07, -0.53], [1.70, -1.15, -1.28], [1.28, -2.53, -1.22], [-0.25, -2.65, -0.12], [-1.66, -3.07, -1.32], [-1.74, -1.85, -2.25], [-1.48, -4.34, -2.13], [-2.94, -3.11, -0.48], [0.21, -3.94, 1.17], [-0.90, -3.98, 2.22], [1.49, -3.36, 1.79], [0.45, -5.32, 0.57], [2.71, -0.68, -2.12], [3.55, -1.33, -3.00], [4.49, -0.57, -3.69], [4.58, 0.80, -3.51], [3.74, 1.47, -2.63], [2.80, 0.72, -1.94], [-0.34, 3.59, 1.41], [0.11, 5.03, 1.24], [-1.78, 3.52, 1.93], [0.59, 2.86, 2.39], [-0.91, 5.02, -3.04], [0.66, 4.36, -2.61], [-0.24, 5.35, -1.45], [-3.06, 3.87, -2.33], [-2.60, 4.55, -0.78], [-3.01, 2.83, -0.90], [-1.39, 2.60, -3.71], [-1.62, 1.37, -2.45], [0.02, 1.88, -2.94], [2.14, 2.70, 0.29], [1.79, 3.16, -1.39], [2.07, -3.16, -0.80], [1.05, -2.90, -2.23], [-0.89, -1.80, -2.93], [-1.78, -0.90, -1.65], [-2.65, -1.91, -2.86], [-0.49, -4.41, -2.56], [-2.20, -4.35, -2.95], [-1.65, -5.23, -1.53], [-3.06, -2.18, 0.11], [-2.95, -3.95, 0.20], [-3.82, -3.21, -1.13], [-1.10, -2.98, 2.61], [-0.59, -4.61, 3.05], [-1.83, -4.41, 1.84], [1.51, -2.26, 1.77], [2.37, -3.73, 1.29], [1.57, -3.66, 2.84], [-0.49, -5.82, 0.36], [0.99, -5.93, 1.28], [1.03, -5.27, -0.35], [3.50, -2.40, -3.15], [5.17, -1.06, -4.37], [5.33, 1.36, -4.05], [3.84, 2.53, -2.48], [-0.62, 5.63, 0.72], [1.06, 5.09, 0.71], [0.26, 5.48, 2.23], [-2.47, 4.05, 1.28], [-1.84, 3.99, 2.91], [-2.12, 2.48, 2.03], [1.62, 3.17, 2.29], [0.55, 1.76, 2.25], [0.29, 3.09, 3.42], [-2.46, 0.04, 2.00], [-1.61, -0.12, 2.91], [-1.71, 0.18, 4.38], [-0.25, 0.08, 4.85], [0.52, -0.31, 3.60], [1.70, -0.37, 3.40], [-0.39, -0.52, 2.56], [-2.35, -0.55, 4.88], [-2.17, 1.15, 4.56], [-0.10, -0.69, 5.61], [0.13, 1.01, 5.25]],
  "mulliken_charge": [-0.97, -1.60, 1.75, -1.89, -1.65, 0.74, -0.69, 0.63, 0.33, 0.74, -1.51, 0.67, 1.37, -1.15, -1.56, -1.69, 1.66, -1.50, -1.66, -1.67, 0.50, -0.75, -0.88, -0.81, -0.95, 0.62, 1.75, -1.84, -1.67, -2.03, 0.50, 0.38, 0.29, 0.51, 0.35, 0.35, 0.58, 0.30, 0.19, 0.36, 0.22, 0.68, 0.80, 0.34, -0.08, 0.71, 0.26, 0.50, 0.37, 0.27, 0.35, 0.50, 0.11, 0.56, 0.32, 0.16, 0.42, 0.52, 0.33, 0.51, 0.29, 0.54, 0.44, 0.45, 0.51, 0.37, 0.36, 0.49, 0.30, 0.52, 0.23, 0.37, 0.44, 0.65, -0.74, 0.70, -0.70, -0.58, -0.08, -0.56, 0.66, 0.36, 0.36, 0.35, 0.33],
  "charge": 2
}


No. 4
{
  "formula": "C4H7F",
  "method": "ωB97M-V with the def2-TZVPD basis set",
  "symbols": ["C", "C", "C", "C", "F", "H", "H", "H", "H", "H", "H", "H"],
  "coordinates": [[-0.97, -1.15, 0.30], [-0.18, -0.12, 0.01], [0.69, -0.04, -1.32], [0.11, 0.90, 1.02], [-0.57, 0.87, 2.14], [-1.22, -1.90, -0.42], [-1.48, -1.19, 1.21], [0.33, -0.75, -2.07], [1.78, -0.17, -1.21], [0.55, 1.02, -1.56], [-0.13, 1.79, 0.56], [1.08, 0.73, 1.34]],
  "mulliken_charge": [-0.99, 0.66, -1.06, -0.39, -0.30, 0.28, 0.34, 0.31, 0.29, 0.29, 0.31, 0.27],
  "e_above_lowest_kcal_mol": 15.54
}


The evaluated E_HOMO for the records listed, in turn: -11.07; -9.59; -13.28; -9.54 eV.
The evaluated gap between HOMO and LUMO for the records listed, in turn: 7.897; 10.032; 6.209; 10.615 eV.